P) Below is C42H42N2OP2SV as an isolated structure, with properties calculated with ωB97M-V with the def2-TZVPD basis set.

Output
- Expectation value of S²: 2.0302
- Orbital gap (alpha / beta): 6.31 / 6.83 eV
- LUMO (alpha / beta): -10.29 / -9.75 eV

```
! wB97M-V def2-TZVPD RIJCOSX def2/J DEFGRID3
* xyz 3 3
V -0.3976 -0.9025 0.2802
O -1.4522 -3.3720 -1.2351
S -1.1959 -1.9822 -1.4940
C -2.6006 -1.1280 -2.1924
C -3.5384 -1.7429 -3.0023
C -4.4482 -0.9487 -3.6866
C -4.3941 0.4340 -3.5677
C -3.4783 1.0394 -2.7198
C -2.5798 0.2513 -1.9998
P -1.4585 0.9721 -0.7522
C -0.6903 2.3438 -1.6691
C -0.0619 2.0231 -2.8764
C 0.3992 3.0311 -3.7008
C 0.2477 4.3590 -3.3270
C -0.3468 4.6754 -2.1158
C -0.8127 3.6756 -1.2773
C -2.5514 1.6936 0.4973
C -3.9429 1.6443 0.4088
C -4.7105 2.3192 1.3435
C -4.1011 3.0272 2.3685
C -2.7173 3.0356 2.4872
C -1.9378 2.3636 1.5638
C -0.0564 -1.8121 -2.8894
C -0.4120 -2.1624 -4.1797
C 0.5476 -2.1139 -5.1818
C 1.8518 -1.7480 -4.8817
C 2.2013 -1.3816 -3.5914
C 1.2337 -1.3790 -2.5868
P 1.6387 -0.9655 -0.8572
C 2.2148 0.7464 -0.6400
C 1.8732 1.3022 0.5976
C 2.2958 2.5734 0.9381
C 3.0499 3.3040 0.0287
C 3.3782 2.7611 -1.2041
C 2.9721 1.4796 -1.5454
C 3.0522 -2.0549 -0.5770
C 2.9324 -3.3911 -0.9756
C 4.0500 -4.2045 -0.9571
C 5.2710 -3.6989 -0.5284
C 5.3696 -2.3917 -0.0730
C 4.2618 -1.5611 -0.0867
H -3.5488 -2.8192 -3.0823
H -5.1841 -1.4087 -4.3265
H -5.0868 1.0432 -4.1279
H -3.4563 2.1145 -2.6099
H 0.0424 0.9846 -3.1728
H 0.8651 2.7861 -4.6424
H 0.5907 5.1460 -3.9801
H -0.4635 5.7072 -1.8250
H -1.2870 3.9349 -0.3426
H -4.4297 1.0925 -0.3823
H -5.7861 2.2944 1.2668
H -4.7041 3.5663 3.0810
H -2.2499 3.5703 3.2997
H -0.8534 2.3594 1.6418
H -1.4202 -2.4731 -4.4025
H 0.2793 -2.3859 -6.1919
H 2.6043 -1.7652 -5.6563
H 3.2255 -1.1303 -3.3499
H 1.2804 0.6953 1.3008
H 2.0585 2.9956 1.9026
H 3.3810 4.2981 0.2878
H 3.9642 3.3331 -1.9028
H 3.2489 1.0657 -2.5043
H 1.9763 -3.7807 -1.3091
H 3.9747 -5.2299 -1.2843
H 6.1470 -4.3281 -0.5424
H 6.3148 -2.0120 0.2824
H 4.3381 -0.5372 0.2539
C 0.8480 -0.9807 6.2359
C 0.3071 -2.1935 5.4733
N -0.5151 -1.8021 4.3332
C -1.9095 -1.4851 4.6297
C -2.1819 0.0164 4.6595
C -0.0136 -1.6658 3.1186
C 1.4204 -2.0281 2.8658
N -0.7012 -1.2358 2.0716
H 1.5681 -1.3292 6.9721
H 0.0550 -0.4554 6.7615
H 1.3520 -0.2833 5.5694
H -0.3114 -2.7927 6.1458
H 1.1370 -2.8161 5.1398
H -2.1393 -1.9043 5.6101
H -2.5601 -1.9904 3.9037
H -1.5492 0.5046 5.3936
H -3.2160 0.1767 4.9477
H -2.0151 0.4928 3.6937
H 2.0963 -1.4021 3.4453
H 1.6523 -1.9119 1.8038
H 1.5978 -3.0680 3.1443
H -1.6992 -1.0772 2.2581
*
```



Q) Below is C42H42N2OP2SV as an isolated structure, with properties calculated with ωB97M-V with the def2-TZVPD basis set.

Output
- Expectation value of S²: 2.0443
- Orbital gap (alpha / beta): 6.94 / 7.64 eV
- LUMO (alpha / beta): -9.50 / -8.78 eV

```
! wB97M-V def2-TZVPD RIJCOSX def2/J DEFGRID3
* xyz 3 3
V 0.3809 -0.5293 0.0833
O -1.7258 2.0189 0.0903
S -1.4972 0.7275 0.7452
C -2.8288 -0.3871 0.3348
C -4.0611 -0.4121 0.9771
C -5.0725 -1.2211 0.4765
C -4.8696 -1.9667 -0.6745
C -3.6610 -1.8870 -1.3541
C -2.6223 -1.1049 -0.8613
P -1.0980 -0.7774 -1.8053
C -1.4544 0.2002 -3.2422
C -1.3202 1.5880 -3.1955
C -1.6462 2.3298 -4.3202
C -2.0975 1.6951 -5.4689
C -2.2244 0.3103 -5.5140
C -1.8997 -0.4442 -4.4015
C -0.1651 -2.2644 -2.1776
C 1.2209 -2.0507 -2.1217
C 2.1182 -3.0831 -2.3686
C 1.6244 -4.3464 -2.6620
C 0.2518 -4.5697 -2.7144
C -0.6447 -3.5398 -2.4698
C -1.2192 0.9420 2.4902
C -2.1782 0.9244 3.4900
C -1.7995 1.1808 4.8049
C -0.4796 1.4577 5.1105
C 0.4816 1.4868 4.1041
C 0.1288 1.2401 2.7859
P 1.3953 1.2153 1.4688
C 3.0194 1.1386 2.1997
C 3.5956 2.3057 2.7084
C 4.8570 2.2525 3.2766
C 5.5494 1.0483 3.3256
C 4.9870 -0.1099 2.8055
C 3.7210 -0.0644 2.2436
C 1.2620 2.6851 0.4587
C 1.8188 2.6007 -0.8199
C 1.7721 3.6978 -1.6666
C 1.1739 4.8730 -1.2308
C 0.6196 4.9554 0.0419
C 0.6548 3.8617 0.8903
H -4.2704 0.2179 1.8263
H -6.0331 -1.2426 0.9727
H -5.6676 -2.5802 -1.0690
H -3.5553 -2.4118 -2.2947
H -0.9899 2.0885 -2.2935
H -1.5513 3.4064 -4.2997
H -2.3501 2.2810 -6.3420
H -2.5679 -0.1760 -6.4160
H -1.9753 -1.5245 -4.4492
H 1.6334 -1.0354 -2.0195
H 3.1836 -2.8969 -2.3631
H 2.3083 -5.1583 -2.8692
H -0.1221 -5.5533 -2.9639
H -1.7057 -3.7414 -2.5185
H -3.2171 0.7303 3.2823
H -2.5475 1.1702 5.5858
H -0.1886 1.6579 6.1325
H 1.5126 1.7006 4.3546
H 3.0746 3.2541 2.6455
H 5.3071 3.1529 3.6707
H 6.5385 1.0171 3.7611
H 5.5387 -1.0390 2.8302
H 3.2898 -0.9688 1.8289
H 2.3361 1.7002 -1.1515
H 2.2138 3.6422 -2.6520
H 1.1455 5.7352 -1.8825
H 0.1588 5.8766 0.3709
H 0.2010 3.9248 1.8717
C 1.3712 -4.7338 4.4359
C 0.6690 -5.0548 3.1311
N -0.0372 -3.8684 2.5844
C -1.3737 -3.6139 3.1597
C -2.4994 -4.0681 2.2445
C 0.4958 -3.0783 1.6872
C 1.8581 -3.3588 1.1410
N -0.1672 -2.0024 1.2143
H 1.8704 -5.6265 4.8085
H 0.6692 -4.4046 5.2012
H 2.1251 -3.9575 4.3038
H -0.0952 -5.8211 3.2613
H 1.3596 -5.4291 2.3795
H -1.4431 -2.5540 3.4226
H -1.4005 -4.1576 4.1017
H -2.4850 -3.5583 1.2783
H -3.4579 -3.8658 2.7199
H -2.4408 -5.1393 2.0576
H 1.8738 -4.3255 0.6369
H 2.6043 -3.3712 1.9353
H 2.1430 -2.6116 0.3993
H -1.1169 -1.9577 1.5694
*
```



Which of them is least stable? Easy: P).



P) Below is a 2-piece molecular cluster, C2H6BrClP overall, with properties calculated with ωB97M-V with the def2-TZVPD basis set.

Output
- Orbital gap: 8.30 eV
- LUMO: -6.42 eV

```
! wB97M-V def2-TZVPD RIJCOSX def2/J DEFGRID3
* xyz 1 1
C 0.1440 -0.5161 1.2237
C 1.3064 1.1309 -0.9215
P 0.1577 1.0400 0.2499
Cl -2.3354 -2.5700 -1.5021
Br -0.2198 2.7834 1.4311
H -0.8460 -0.7827 1.5031
H 0.6617 -0.2079 2.1417
H 0.5910 -1.3677 0.8062
H 1.8462 1.9434 -1.2407
H -2.8442 -1.5863 -2.2747
H 1.5384 0.1330 -1.4166
*
```



Q) Below is a 2-piece molecular cluster, C2H6BrClP overall, with properties calculated with ωB97M-V with the def2-TZVPD basis set.

Output
- Orbital gap: 8.63 eV
- LUMO: -6.14 eV

```
! wB97M-V def2-TZVPD RIJCOSX def2/J DEFGRID3
* xyz 1 1
C -1.2507 -0.9596 0.7816
C 1.2259 0.8008 -1.2227
P 0.0474 -1.3713 -0.3643
Cl -0.5083 -2.7068 -1.6957
Br 1.5632 -2.4186 0.9108
H -0.7670 -0.2883 1.4888
H -1.6182 -1.7194 1.3537
H -2.0856 -0.4675 0.3036
H 1.6759 0.9183 -0.2118
H 0.2926 1.2633 -1.3637
H 1.7648 0.2984 -1.9624
*
```



Which of them is least stable? Easy: P).



P) Below is C52H42FeN6O9S3 as an isolated structure, with properties calculated with ωB97M-V with the def2-TZVPD basis set.

Output
- Orbital gap (alpha / beta): 6.30 / 6.27 eV
- LUMO (alpha / beta): -0.39 / -0.39 eV

```
! wB97M-V def2-TZVPD RIJCOSX def2/J DEFGRID3
* xyz 0 1
Fe -0.0674 0.5112 -0.2778
N -0.1659 0.6081 1.7074
S -0.4038 0.0999 3.0273
N -0.5001 -1.5613 3.3525
S -1.7103 -2.4483 3.0497
N -2.4984 -2.4528 1.7301
S -1.7098 -2.4460 0.2365
N -0.8884 -1.3561 -0.2003
C -0.8523 -4.0198 0.3058
C 0.5286 -3.9220 0.3294
C 1.2794 -5.0862 0.4032
C 0.6482 -6.3191 0.4327
C -0.7377 -6.4005 0.3826
C -1.4975 -5.2443 0.3186
C -3.1412 -2.8275 -0.7759
C -2.8594 -2.8440 -2.1372
C -3.8780 -3.0853 -3.0420
C -5.1721 -3.2913 -2.5877
C -5.4465 -3.2593 -1.2300
C -4.4290 -3.0277 -0.3152
C -3.0104 -2.2854 4.2759
C -2.6482 -2.5166 5.5998
C -3.6210 -2.4646 6.5804
C -4.9364 -2.1727 6.2353
C -5.2800 -1.9271 4.9149
C -4.3136 -1.9848 3.9191
C -1.0829 -4.0829 3.4430
C -2.0053 -5.1238 3.4621
C -1.5740 -6.3924 3.8015
C -0.2340 -6.6109 4.1042
C 0.6768 -5.5652 4.0704
C 0.2557 -4.2827 3.7443
C 0.8656 0.4552 4.2415
C 1.6278 1.5748 3.9348
C 2.6380 1.9640 4.8020
C 2.8812 1.2321 5.9523
C 2.1214 0.1051 6.2395
C 1.1103 -0.2905 5.3813
C -1.9358 0.7075 3.7396
C -2.1699 0.9169 5.0871
C -3.4031 1.4132 5.4816
C -4.3788 1.6962 4.5348
C -4.1281 1.4877 3.1869
C -2.8981 0.9961 2.7788
H 0.9885 -2.9429 0.2788
H 2.3580 -5.0263 0.4248
H 1.2375 -7.2244 0.4798
H -1.2247 -7.3641 0.3920
H -2.5761 -5.2963 0.2814
H -1.8539 -2.6463 -2.4778
H -3.6639 -3.0981 -4.1008
H -5.9690 -3.4687 -3.2957
H -6.4561 -3.4106 -0.8775
H -4.6341 -3.0094 0.7431
H -1.6234 -2.7471 5.8542
H -3.3555 -2.6486 7.6113
H -5.6952 -2.1319 7.0035
H -6.2995 -1.6856 4.6535
H -4.5560 -1.7847 2.8902
H -3.0413 -4.9406 3.2158
H -2.2785 -7.2115 3.8234
H 0.1001 -7.6045 4.3665
H 1.7174 -5.7415 4.2989
H 0.9448 -3.4561 3.7061
H 1.4370 2.1063 3.0139
H 3.2382 2.8310 4.5703
H 3.6718 1.5333 6.6224
H 2.3232 -0.4706 7.1305
H 0.5233 -1.1736 5.5896
H -1.4086 0.7055 5.8243
H -3.5986 1.5885 6.5293
H -5.3343 2.0896 4.8486
H -4.8874 1.7183 2.4505
H -2.6644 0.8566 1.7303
C 6.6760 -0.8216 -0.2563
O 6.2350 -0.8132 -1.5954
C 4.9166 -0.5599 -1.8310
C 4.5682 -0.5125 -3.2001
C 3.2691 -0.2629 -3.5236
C 2.2545 -0.0490 -2.5602
C 0.9117 0.2349 -3.0004
C 0.5886 0.2548 -4.4799
O -0.0515 0.4803 -2.2402
C 2.6090 -0.0990 -1.1728
O 1.8082 0.0518 -0.1897
C 3.9793 -0.3609 -0.8552
H 7.7496 -0.9960 -0.2937
H 6.1948 -1.6219 0.3146
H 6.4760 0.1367 0.2319
H 5.3302 -0.6665 -3.9443
H 3.0065 -0.2216 -4.5685
H 0.8873 -0.6721 -4.9675
H 1.1100 1.0716 -4.9775
H -0.4828 0.3997 -4.5885
H 4.2187 -0.3883 0.1956
O -0.1773 2.6833 -0.3255
C -1.4156 2.5312 -0.2720
O -1.9813 1.4117 -0.3095
C -2.2894 3.7497 -0.0671
C -3.6322 3.5790 0.2438
C -4.4028 4.6978 0.5061
C -3.9150 5.9899 0.4492
C -2.5748 6.1118 0.1278
C -1.7462 5.0300 -0.1220
N -2.0060 7.4743 0.0683
O -2.7569 8.4002 0.3072
O -0.8302 7.5777 -0.2135
N -5.8149 4.5051 0.8885
O -6.1651 3.3723 1.1699
O -6.5332 5.4856 0.9042
H -4.0468 2.5827 0.2795
H -4.5351 6.8491 0.6481
H -0.6990 5.1572 -0.3443
*
```



Q) Below is C52H42FeN6O9S3 as an isolated structure, with properties calculated with ωB97M-V with the def2-TZVPD basis set.

Output
- Orbital gap (alpha / beta): 6.34 / 6.37 eV
- LUMO (alpha / beta): -0.36 / -0.36 eV

```
! wB97M-V def2-TZVPD RIJCOSX def2/J DEFGRID3
* xyz 0 1
Fe -1.1667 -0.2776 -1.8871
N -1.5261 -0.0997 0.0420
S -1.2150 0.2465 1.3901
N 0.1078 1.2203 1.8033
S 1.5491 0.7184 1.8637
N 2.2426 -0.0688 0.7426
S 2.0403 0.3531 -0.8828
N 0.7773 0.2588 -1.5432
C 2.7540 1.9994 -0.9331
C 1.8465 3.0113 -1.2040
C 2.3069 4.3183 -1.2732
C 3.6540 4.5930 -1.0910
C 4.5542 3.5643 -0.8412
C 4.1043 2.2561 -0.7599
C 3.3713 -0.6536 -1.5320
C 3.5051 -0.5608 -2.9128
C 4.4663 -1.3217 -3.5549
C 5.2746 -2.1798 -2.8225
C 5.1241 -2.2772 -1.4483
C 4.1695 -1.5103 -0.7931
C 1.8521 -0.3092 3.2949
C 1.4904 0.2229 4.5270
C 1.7305 -0.5175 5.6703
C 2.3143 -1.7757 5.5704
C 2.6551 -2.2985 4.3334
C 2.4267 -1.5614 3.1773
C 2.4469 2.1979 2.3148
C 3.7975 2.0465 2.6035
C 4.5187 3.1533 3.0135
C 3.8906 4.3896 3.1178
C 2.5447 4.5256 2.8160
C 1.8038 3.4196 2.4154
C -2.4487 1.2105 2.2608
C -3.7313 1.0463 1.7560
C -4.7823 1.7307 2.3491
C -4.5442 2.5707 3.4253
C -3.2538 2.7390 3.9117
C -2.1967 2.0590 3.3279
C -0.9302 -1.1893 2.4273
C -1.2271 -1.2682 3.7787
C -0.9590 -2.4501 4.4545
C -0.4018 -3.5289 3.7795
C -0.1157 -3.4365 2.4247
C -0.3849 -2.2644 1.7345
H 0.8069 2.7560 -1.3724
H 1.6118 5.1191 -1.4845
H 4.0096 5.6124 -1.1585
H 5.6052 3.7814 -0.7131
H 4.7963 1.4471 -0.5676
H 2.8442 0.0866 -3.4725
H 4.5752 -1.2553 -4.6284
H 6.0181 -2.7808 -3.3278
H 5.7469 -2.9550 -0.8816
H 4.0478 -1.5762 0.2754
H 1.0351 1.2022 4.5889
H 1.4587 -0.1171 6.6369
H 2.4971 -2.3539 6.4657
H 3.0939 -3.2833 4.2598
H 2.6641 -1.9540 2.2026
H 4.2719 1.0788 2.5101
H 5.5703 3.0544 3.2444
H 4.4587 5.2536 3.4343
H 2.0639 5.4905 2.8915
H 0.7570 3.4980 2.1681
H -3.8805 0.4104 0.8939
H -5.7841 1.6134 1.9611
H -5.3654 3.1050 3.8814
H -3.0705 3.4063 4.7420
H -1.1868 2.1917 3.6888
H -1.6618 -0.4293 4.3027
H -1.1924 -2.5304 5.5069
H -0.2004 -4.4492 4.3096
H 0.3097 -4.2842 1.9010
H -0.2054 -2.1793 0.6675
C -4.4852 5.5512 -3.4382
O -3.9678 5.0149 -4.6382
C -3.2673 3.8474 -4.5607
C -2.8359 3.3410 -5.8086
C -2.1331 2.1747 -5.8192
C -1.8161 1.4486 -4.6456
C -1.0944 0.2057 -4.7530
C -0.6204 -0.2829 -6.1047
O -0.8215 -0.5352 -3.7869
C -2.2468 1.9665 -3.3800
O -2.0164 1.4397 -2.2402
C -2.9853 3.1932 -3.3924
H -5.0484 6.4379 -3.7202
H -3.6823 5.8318 -2.7505
H -5.1480 4.8379 -2.9414
H -3.0764 3.8810 -6.7101
H -1.8108 1.7849 -6.7734
H -0.0249 0.4737 -6.6148
H -1.4676 -0.5250 -6.7468
H -0.0255 -1.1791 -5.9507
H -3.3013 3.5603 -2.4292
O -2.7423 -1.8154 -1.9628
C -1.8586 -2.6331 -1.6346
O -0.6454 -2.3507 -1.4972
C -2.2856 -4.0495 -1.3029
C -1.3890 -4.9044 -0.6773
C -1.8114 -6.1699 -0.3212
C -3.0791 -6.6486 -0.5856
C -3.9372 -5.7678 -1.2159
C -3.5796 -4.4801 -1.5710
N -5.3164 -6.2355 -1.5055
O -5.5997 -7.3680 -1.1681
O -6.0643 -5.4577 -2.0589
N -0.8673 -7.0567 0.4000
O 0.1387 -6.5432 0.8549
O -1.1674 -8.2301 0.5045
H -0.3830 -4.5645 -0.4766
H -3.3861 -7.6452 -0.3106
H -4.2817 -3.8077 -2.0395
*
```



Which of them is least stable? Easy: Q).